1.
14
Properties=species:S:1:pos:R:3:mulliken_charge:R:1 method="wB97M-V/def2-TZVPD" energy_ev=-12337.156 multiplicity=3 s2=2.03 fmax_ev_per_a=4.245 total_charge=-1
C -0.872 0.904 -1.162 -0.624
C 0.224 0.713 -1.948 -0.762
C -0.630 0.266 0.090 0.886
C 0.677 -0.310 0.018 0.017
C -1.196 -0.245 2.308 -0.674
N 1.134 -0.056 -1.288 0.037
N 1.337 -0.929 0.965 -0.428
O 2.511 -1.427 0.657 -0.680
O -1.501 0.233 1.070 -0.437
H -1.772 1.426 -1.429 0.409
H 0.400 1.056 -2.954 0.384
H -0.312 -0.858 2.389 0.399
H -2.101 -0.573 2.807 0.233
H 2.101 -0.198 -1.524 0.240


2.
13
Properties=species:S:1:pos:R:3:mulliken_charge:R:1 method="wB97M-V/def2-TZVPD" de_lowest_kj_mol=471.72 fmax_ev_per_a=5.006
C -0.055 1.092 1.072 0.231
C -0.475 -0.301 1.365 -0.629
C 0.024 0.423 -0.462 0.202
H 1.958 0.964 1.922 0.239
H 1.538 2.445 1.575 0.262
H -0.619 2.066 1.012 0.321
H -1.644 -0.494 1.615 0.231
H 0.171 -0.709 2.182 0.317
N 1.143 1.543 1.937 -0.659
N -0.202 -0.803 -0.021 0.532
N -0.361 -1.768 -0.964 -0.523
N -0.287 -0.925 -2.036 -0.193
N -0.060 0.303 -1.795 -0.331


3.
41
Properties=species:S:1:pos:R:3:mulliken_charge:R:1 method="wB97M-V/def2-TZVPD" de_lowest_kj_mol=437.89 fmax_ev_per_a=4.252 total_charge=+3
C 0.007 1.466 -2.659 -0.502
C 0.010 1.722 -1.169 0.761
H 0.014 2.460 -3.180 0.394
H -0.874 0.870 -2.994 0.116
H 0.882 0.859 -2.995 0.116
O 0.010 2.432 -0.308 -0.006
I -0.002 -1.828 3.544 0.472
Sn -0.016 -2.395 -1.230 0.841
P 2.584 -0.515 -0.390 0.463
C 3.086 0.746 0.899 -1.071
C 3.892 -1.866 -0.088 -1.080
H 4.923 -1.455 -0.230 0.389
H 4.491 0.192 -1.595 0.437
H 3.717 -2.732 -0.761 0.377
H 3.178 -0.231 -2.784 0.364
H 2.662 0.440 1.868 0.172
H 3.810 -2.230 0.950 0.347
C 3.418 0.302 -1.849 -1.263
H 4.189 0.778 0.954 0.432
H 3.198 1.377 -1.969 0.402
H 2.680 1.743 0.636 0.329
P -2.591 -0.485 -0.387 0.464
C -3.077 0.786 0.899 -1.071
C -3.414 0.338 -1.848 -1.262
H -3.749 -2.690 -0.751 0.377
H -4.939 -1.397 -0.222 0.389
H -3.834 -2.183 0.959 0.347
C -3.913 -1.820 -0.080 -1.080
H -3.180 -0.199 -2.782 0.364
H -4.489 0.238 -1.595 0.437
H -4.179 0.833 0.954 0.432
H -2.658 1.777 0.633 0.328
H -3.183 1.409 -1.969 0.402
H -2.658 0.477 1.869 0.173
Cl -0.017 -2.505 -3.513 -0.298
C 0.003 0.473 4.330 -0.638
C 0.004 0.735 2.881 0.159
N 0.006 1.123 1.778 -0.228
H -0.908 0.846 4.771 0.462
H 0.915 0.844 4.771 0.461
H 0.002 -0.737 4.657 0.293


4.
16
Properties=species:S:1:pos:R:3:mulliken_charge:R:1 method="wB97M-V/def2-TZVPD" de_lowest_kj_mol=130.77 smiles="C[C@@H](NC=O)C(N)=O" fmax_ev_per_a=2.907
C -2.199 -0.855 0.938 -0.012
N -0.918 -0.992 0.505 -0.114
C 0.404 -0.402 -1.437 -1.384
C -0.136 0.058 -0.020 0.486
C 0.967 0.671 0.898 0.215
N 1.844 1.446 0.233 -0.301
O 0.710 0.793 2.081 -0.586
O -2.906 0.100 0.671 -0.532
H -2.797 -1.729 1.254 0.340
H -0.427 -1.865 0.618 0.243
H -0.010 0.256 -2.201 0.274
H 0.116 -1.420 -1.734 0.398
H 1.466 -0.293 -1.450 0.389
H -0.757 0.964 -0.218 0.220
H 2.093 1.174 -0.704 0.129
H 2.549 2.093 0.567 0.236


5.
115
Properties=species:S:1:pos:R:3:mulliken_charge:R:1 method="wB97M-V/def2-TZVPD" de_lowest_kj_mol=0.00 fmax_ev_per_a=3.122 total_charge=+2
Tl -11.373 -6.636 11.314 1.081
O -13.157 -10.406 9.180 0.244
C -12.249 -9.524 9.596 0.237
O -11.476 -9.739 10.556 0.250
O -12.329 -8.335 9.185 -0.665
H -13.656 -9.700 8.688 0.092
C -15.041 -15.508 13.914 -0.824
C -14.924 -16.277 12.588 -0.429
O -14.214 -15.734 11.492 -0.332
P -12.828 -14.948 11.723 0.617
O -11.922 -15.767 12.549 -0.711
O -12.295 -14.673 10.262 -0.207
C -10.925 -14.578 9.943 -0.675
C -10.691 -13.436 8.937 -0.539
O -13.305 -13.527 12.259 -0.026
C -13.758 -12.478 11.401 1.114
C -15.292 -12.590 11.335 -1.456
H -15.872 -15.960 14.448 0.415
H -14.109 -15.599 14.472 0.306
H -15.208 -14.452 13.705 0.098
H -14.404 -17.234 12.748 0.346
H -15.930 -16.630 12.356 0.455
H -10.300 -14.484 10.837 0.363
H -10.492 -15.501 9.550 0.420
H -11.242 -13.699 8.031 0.262
H -11.124 -12.518 9.346 -0.141
H -9.685 -13.180 8.612 0.554
H -13.512 -11.562 11.947 0.053
H -13.295 -12.504 10.418 -0.429
H -15.502 -13.572 10.893 0.398
H -15.706 -12.744 12.330 0.234
H -15.799 -11.867 10.704 0.393
C -4.441 -7.327 10.841 -1.292
C -5.872 -7.020 10.271 0.143
O -6.392 -8.159 9.617 -0.345
P -7.877 -8.022 9.046 0.882
O -8.861 -7.640 10.098 -0.428
O -7.801 -7.040 7.794 0.232
C -6.681 -7.205 6.894 -0.415
C -6.231 -5.828 6.389 -1.019
O -8.237 -9.435 8.421 -0.600
C -8.583 -10.584 9.241 0.531
C -7.301 -11.349 9.591 -1.438
H -4.332 -6.787 11.779 0.387
H -4.437 -8.393 11.087 0.194
H -3.585 -7.217 10.181 0.366
H -6.466 -6.751 11.146 0.101
H -5.758 -6.135 9.640 0.196
H -5.828 -7.740 7.308 0.363
H -6.957 -7.798 6.020 0.290
H -5.175 -5.887 6.134 0.386
H -6.793 -5.526 5.506 0.310
H -6.416 -5.042 7.120 0.082
H -9.136 -10.222 10.108 -0.377
H -9.288 -11.083 8.579 0.365
H -6.922 -11.696 8.625 0.431
H -6.440 -10.771 9.925 0.305
H -7.454 -12.201 10.249 0.386
C -5.873 -9.861 13.663 -1.254
C -7.139 -9.086 13.404 0.589
O -8.002 -9.183 14.535 -0.378
P -9.547 -8.956 14.385 -0.113
O -9.902 -8.151 13.177 -0.133
O -10.139 -10.451 14.353 -0.006
C -10.939 -10.969 13.299 0.865
C -11.349 -12.393 13.693 -0.653
O -9.963 -8.335 15.777 -0.336
C -11.173 -8.773 16.445 -0.198
C -10.883 -9.830 17.511 -1.167
H -5.297 -9.695 14.573 0.352
H -6.115 -10.926 13.690 0.320
H -5.196 -9.667 12.829 0.239
H -7.091 -8.014 13.185 0.279
H -7.488 -9.483 12.441 -0.242
H -11.797 -10.313 13.146 0.274
H -10.360 -10.989 12.365 -0.362
H -10.613 -13.024 14.183 0.513
H -12.310 -12.342 14.206 0.292
H -11.575 -12.959 12.783 -0.351
H -11.412 -7.828 16.941 0.381
H -12.023 -8.887 15.768 0.288
H -10.506 -10.784 17.142 0.279
H -9.974 -9.468 18.001 0.348
H -11.659 -9.884 18.268 0.398
C -11.950 -7.789 5.197 -1.349
C -10.798 -7.703 6.167 0.172
O -10.150 -6.430 6.098 -0.211
P -10.562 -5.272 7.138 0.505
O -10.638 -5.693 8.544 -0.218
O -9.595 -4.063 6.830 -0.237
C -9.494 -3.001 7.794 -0.433
C -8.075 -2.997 8.397 -0.881
O -11.966 -4.719 6.585 -0.327
C -12.052 -4.278 5.225 -0.177
C -13.510 -4.417 4.772 -1.285
H -11.658 -7.305 4.265 0.272
H -12.093 -8.865 5.063 0.548
H -12.879 -7.359 5.568 0.151
H -11.234 -7.802 7.169 -0.090
H -10.057 -8.474 5.962 0.467
H -9.666 -2.066 7.261 0.403
H -10.241 -3.062 8.586 0.365
H -7.828 -3.966 8.821 0.034
H -7.438 -2.752 7.545 0.284
H -8.009 -2.136 9.060 0.466
H -11.750 -3.230 5.177 0.376
H -11.402 -4.882 4.590 0.277
H -13.533 -3.928 3.794 0.399
H -13.825 -5.435 4.548 0.271
H -14.221 -3.920 5.427 0.333
C -15.856 -12.288 6.885 -0.439
Br -17.283 -12.245 8.207 0.022
Br -14.423 -13.321 7.702 0.073
Br -15.281 -10.453 6.487 -0.010
H -16.222 -12.729 5.967 0.477


6.
9
Properties=species:S:1:pos:R:3:mulliken_charge:R:1 method="wB97M-V/def2-TZVPD" de_lowest_kj_mol=224.55 fmax_ev_per_a=3.467
C -0.945 0.108 -0.183 0.243
C 2.163 -0.601 0.528 0.210
N 0.106 0.382 0.303 0.407
N 1.320 0.444 0.421 -0.727
P -2.661 0.700 -0.071 -0.045
S 1.612 -2.070 0.820 -0.333
I 4.152 0.017 0.162 0.085
H -3.374 -0.338 -0.762 0.087
H -2.375 1.358 -1.219 0.074